The following is a DFT calculation (ωB97M-V with the def2-TZVPD basis set) of the molecule C15H22N2O5S.

- structure (SMILES) = COC(=O)[C@H](CCSC)NC(=O)Nc1cc(OC)cc(OC)c1
- multiplicity = 1
- energy (eV) = -39965.426
- LUMO level (eV) = 0.56
- relative energy (zero: lowest compared OMol25 entry of this formula, charge and spin) (eV) = 0.4321

Structure (XYZ):
```
45
Properties=species:S:1:pos:R:3:lowdin_charge:R:1
C 2.67216 1.98158 -1.96421 -0.027
O 2.74944 1.02745 -0.91307 -0.081
C 3.18022 1.49510 0.26506 -0.489
O 3.64066 2.59089 0.42376 0.134
C 3.11868 0.43587 1.37005 -0.219
C 4.37536 -0.44365 1.35951 -0.184
C 4.59237 -1.26276 0.09178 -0.443
S 3.44108 -2.68535 -0.07740 0.820
C 2.51152 -2.19309 -1.56031 -0.382
N 1.91910 -0.36242 1.27725 0.094
C 0.73554 0.24547 0.97055 -0.512
O 0.64386 1.45345 0.87649 0.090
N -0.28904 -0.65276 0.80132 0.151
C -1.63772 -0.40318 0.53887 -0.214
C -2.12730 0.88682 0.35523 0.039
C -3.47675 1.06619 0.09382 -0.262
O -4.06410 2.27850 -0.09991 -0.077
C -3.25885 3.43154 -0.01951 -0.082
C -4.33919 -0.02881 0.01076 0.044
C -3.84381 -1.30888 0.19314 -0.275
O -4.59193 -2.44680 0.13582 -0.082
C -5.97139 -2.32612 -0.11286 -0.091
C -2.48813 -1.49547 0.45691 0.035
H 1.89243 2.70976 -1.73665 0.104
H 3.62580 2.50178 -2.07383 0.097
H 2.42632 1.42642 -2.86640 0.094
H 3.10496 1.00672 2.31056 0.163
H 4.32899 -1.11895 2.21689 0.117
H 5.23806 0.21305 1.49382 0.126
H 4.47686 -0.65854 -0.80432 0.073
H 5.59448 -1.69208 0.10900 0.071
H 2.09332 -1.20162 -1.41656 0.015
H 3.17571 -2.21369 -2.41981 0.037
H 1.72028 -2.92454 -1.69055 0.032
H 2.04484 -1.36072 1.17174 0.050
H -0.06634 -1.62835 0.93814 0.144
H -1.44449 1.71330 0.42877 0.089
H -3.93037 4.27132 -0.19219 0.092
H -2.79696 3.53083 0.96706 0.099
H -2.47639 3.42800 -0.78428 0.097
H -5.37756 0.16838 -0.19381 0.113
H -6.36192 -3.34269 -0.10712 0.092
H -6.47011 -1.74179 0.66677 0.096
H -6.16518 -1.86890 -1.08836 0.096
H -2.12448 -2.50128 0.59810 0.119
```